Model a:
The following is a DFT calculation (ωB97M-V with the def2-TZVPD basis set) of an isolated ion of composition C8H15N2O and charge +1.

```
26
C8H15N2O, DFT ωB97M-V with the def2-TZVPD basis set
C 0.6372 -0.2491 -0.0253
C -0.6747 -0.9006 0.0034
C 2.1679 1.3613 -0.1916
C 2.8986 0.0661 0.0079
C -4.1263 0.3446 0.1010
C -0.2870 2.0528 0.1507
C 2.0968 -2.2464 -0.1607
C -3.0846 -0.7939 0.0387
N 0.7264 1.0942 -0.1441
N 1.8344 -0.8880 0.1015
O -1.8891 -0.3724 0.0014
H -0.5918 -1.9938 -0.0241
H 2.6826 2.0945 0.4967
H 2.2704 1.6879 -1.1325
H 3.5083 -0.2553 -0.9046
H 3.4913 0.1047 0.9092
H -3.4873 1.1734 0.0837
H -4.4911 0.3557 1.0796
H -4.9718 0.4784 -0.6195
H -0.8593 1.9926 -0.7544
H -0.7631 1.5629 1.0477
H -0.0272 3.0612 0.2229
H 3.0349 -2.4452 0.3699
H 2.0692 -2.5463 -1.1949
H 1.2753 -2.8637 0.3912
H -3.4400 -1.8756 0.1462
```

The HOMO energy (spin up / spin down) comes out at -11.7 / -11.7 eV. Its charge is +1. For the LUMO energy (spin up / spin down), the calculation gives -4.18 / -4.18 eV.

Löwdin atomic charge list, values in e, 6 entries:
1 C -0.18
2 C -0.03
3 C -0.10
4 C -0.11
5 C 0.01
6 C 0.00



Model b:
The following is a DFT calculation (ωB97M-V with the def2-TZVPD basis set) of an isolated ion of composition C8H15N2O and charge +1.

```
26
C8H15N2O, DFT ωB97M-V with the def2-TZVPD basis set
C -2.0131 1.9825 -1.0010
C 0.6595 -1.4679 -0.7999
C -1.4913 1.5342 0.4095
C -1.2934 0.7344 -1.5979
C -0.3467 -0.5133 2.6467
C 0.8387 -1.4048 2.2857
C 1.9977 -0.8301 -1.2466
C -0.0509 -0.5190 0.0674
N -0.8080 0.4895 -0.2897
N -0.1900 -0.9493 1.3391
O 2.5378 -0.1252 -0.1779
H -3.0789 2.0947 -1.1007
H -1.4654 2.9663 -1.2824
H 0.1000 -1.5714 -1.7011
H 0.5679 -2.4179 -0.4378
H -0.8731 2.1965 0.9435
H -2.3053 1.2661 1.0168
H -1.9591 -0.0176 -1.9536
H -0.3591 0.8183 -2.3099
H -1.1196 -1.1713 3.1690
H -0.2155 0.5590 2.9523
H 1.7880 -0.9354 2.0080
H 0.8228 -2.4333 2.7415
H 2.6901 -1.5722 -1.7073
H 1.7986 -0.2509 -2.1171
H 3.4485 -0.4079 0.0498
```

The HOMO energy comes out at -13.4 eV. As for the SMILES: OCCC(N1CCC1)=[N+]1CC1. Its charge is +1. For the LUMO energy, the calculation gives -3.17 eV.

Löwdin atomic charge list, values in e, 6 entries:
1 C -0.06
2 C -0.04
3 C -0.08
4 C -0.10
5 C -0.09
6 C -0.02



Model c:
The following is a DFT calculation (ωB97M-V with the def2-TZVPD basis set) of an isolated ion of composition C8H15N2O and charge +1.

```
26
C8H15N2O, DFT ωB97M-V with the def2-TZVPD basis set
C 1.7453 -0.4692 -1.0419
C -1.8179 -1.3471 0.6768
C -1.0579 -1.7420 -0.6146
C 1.1526 1.9764 0.6066
C -1.1547 -0.3967 1.5113
C 0.9324 0.8813 1.6398
C -0.5982 -0.4842 -1.5034
C 0.6215 1.5855 -0.7849
N 0.0138 -0.0914 1.1888
N 0.6696 0.1979 -1.1285
O 2.0511 -1.7393 -1.2927
H 2.6180 0.1563 -0.9120
H -2.9495 -1.1549 0.5610
H -1.9891 -2.2554 1.2253
H -0.3264 -2.4266 -0.2906
H -1.8061 -2.2958 -1.3159
H 0.5183 2.8050 0.8953
H 2.1243 2.3697 0.5017
H -1.7869 0.0291 2.3161
H 1.4539 -2.3163 -1.7881
H 2.0065 0.3024 1.7824
H 0.6415 1.2928 2.6454
H -0.3979 -0.5944 -2.5763
H -1.4321 0.2069 -1.3879
H -0.3817 1.8927 -0.9004
H 1.2455 2.1279 -1.6237
```

The HOMO energy comes out at -12.7 eV. As for the SMILES: O/C=[N+]1\CCC/C=N/CCC1. Its charge is +1. For the LUMO energy, the calculation gives -3.36 eV.

Löwdin atomic charge list, values in e, 6 entries:
1 C -0.13
2 C -0.20
3 C -0.12
4 C -0.14
5 C -0.15
6 C -0.20



What should be chosen as the least stable of them? Choose model a.



Model a:
The following is a DFT calculation (ωB97M-V with the def2-TZVPD basis set) of C3H6OS3 as an isolated structure.

```
13
C3H6OS3, DFT ωB97M-V with the def2-TZVPD basis set
C -0.0269 1.8408 -0.3546
C -0.6507 -1.5383 -1.1939
C 0.2832 -0.7742 -0.2490
O 1.0858 -1.0691 2.8575
S 0.6970 0.3668 2.7995
S -0.2534 3.3107 0.4253
S -0.5320 0.6099 0.7230
H -0.0230 -1.9474 -1.9376
H -1.2343 -2.1228 -0.5780
H -1.3547 -0.9964 -1.8712
H 1.1846 -0.2682 -0.5912
H 0.6234 -1.4418 0.6187
H 0.2011 4.0301 -0.6485
```

The HOMO energy (spin up / spin down) comes out at -7.5 / -7.6 eV. For the LUMO energy (spin up / spin down), the calculation gives -1.35 / -1.35 eV.

Löwdin atomic charge list, values in e, 6 entries:
1 C -0.81
2 C -0.13
3 C -0.45
4 O -0.73
5 S 0.55
6 S 0.71



Model b:
The following is a DFT calculation (ωB97M-V with the def2-TZVPD basis set) of one molecule with the formula C3H6OS3.

```
13
C3H6OS3, DFT ωB97M-V with the def2-TZVPD basis set
C -2.1015 -1.2905 -0.2402
C 0.7888 0.5991 0.6238
C -0.4902 0.0719 1.3645
O -3.1291 0.9046 0.9714
S -2.3243 -2.6966 0.7890
S -2.0023 -1.5270 -1.9327
S -1.9758 0.5136 0.2324
H 0.7760 0.5913 -0.5314
H 0.9327 1.5557 0.9618
H 1.6942 0.2044 1.0416
H -0.6541 0.6825 2.2277
H -0.4640 -1.0496 1.4281
H -2.2296 -2.9944 -2.0362
```

The HOMO energy comes out at -8.9 eV. For the LUMO energy, the calculation gives -1.22 eV.

Löwdin atomic charge list, values in e, 6 entries:
1 C -1.31
2 C -0.15
3 C -0.33
4 O -0.49
5 S 0.52
6 S 0.69



What should be chosen as the least stable of them? Choose model a.



Model a:
The following is a DFT calculation (ωB97M-V with the def2-TZVPD basis set) of one molecule with the formula C5H10N2S.

```
18
C5H10N2S, DFT ωB97M-V with the def2-TZVPD basis set
C 0.6284 1.2081 1.2124
C 0.2597 -0.0520 0.5615
C -2.1958 0.1544 0.1081
C 0.6741 -0.0519 -0.8905
C 1.0016 -1.4249 -1.3739
H 1.6191 1.5397 0.7241
H -0.3039 2.0840 1.0627
H 0.7591 1.0236 2.3842
H 0.9764 -0.7457 1.1478
H -1.2943 -0.4959 1.8303
H -3.1238 0.3057 0.7332
H 1.4902 0.8150 -0.9400
H 1.8492 -1.9968 -0.9405
H 1.2453 -1.5320 -2.3067
H 0.0553 -1.9062 -1.4076
N -1.1005 -0.2978 0.9554
N -1.9775 0.5113 -1.0665
S -0.5624 0.8613 -1.7943
```

The HOMO energy comes out at -7.8 eV. As for the SMILES: C[C@H]1NC=NS[C@@H]1C. For the LUMO energy, the calculation gives 0.82 eV.

Löwdin atomic charge list, values in e, 6 entries:
1 C -0.12
2 C -0.51
3 C -0.26
4 C -0.62
5 C -0.10
6 H 0.09



Model b:
The following is a DFT calculation (ωB97M-V with the def2-TZVPD basis set) of C5H10N2S as an isolated structure.

```
18
C5H10N2S, DFT ωB97M-V with the def2-TZVPD basis set
C 1.8770 1.4206 -0.4846
C 0.9512 -0.8718 -0.9830
C -0.3847 -1.0649 -0.1505
C -0.1152 -2.0273 1.0484
C -0.3023 0.3519 0.1209
H 2.9419 0.6591 -0.5114
H 1.9594 2.1834 0.6897
H 1.6580 2.2484 -1.3700
H 2.0491 -1.0983 -0.6642
H 0.9168 -1.2983 -2.0825
H 1.0639 -2.2256 1.2819
H -0.8732 -2.2903 1.9292
H -0.1628 -3.1197 0.4928
H -1.6517 -0.8823 -1.7614
H -1.5033 -2.3399 -1.0725
N 0.8212 0.4879 -0.5673
N -1.4020 -1.4613 -0.9778
S -0.9055 1.7579 1.0361
```

The HOMO energy comes out at -8.0 eV. For the LUMO energy, the calculation gives 0.55 eV.

Löwdin atomic charge list, values in e, 6 entries:
1 C -0.13
2 C -0.10
3 C -0.59
4 C -0.03
5 C -0.66
6 H 0.14



Model c:
The following is a DFT calculation (ωB97M-V with the def2-TZVPD basis set) of C5H10N2S as an isolated structure.

```
18
C5H10N2S, DFT ωB97M-V with the def2-TZVPD basis set
C -1.9651 -0.4207 -0.1341
C 1.8009 0.1571 -0.2359
C 0.4114 -2.0070 0.2989
C -0.6917 0.2680 0.0910
C 0.5570 -0.5110 0.2899
N -3.0846 -0.6226 -0.2643
N -0.6354 1.4945 -0.7455
S -0.0943 0.1462 1.7726
H 2.2170 0.0304 -1.3200
H 2.6485 -0.2188 0.4506
H 1.7354 1.3149 -0.0903
H 1.3109 -2.4509 0.7515
H 0.3464 -2.4579 -0.7416
H -0.5098 -2.2472 0.7945
H -1.7132 2.0458 1.5149
H -1.4091 2.1046 -0.9230
H -0.5230 1.2039 -1.6760
H -1.5658 2.8048 1.6302
```

The HOMO energy comes out at -9.5 eV. For the LUMO energy, the calculation gives 0.59 eV.

Löwdin atomic charge list, values in e, 6 entries:
1 C -0.23
2 C -0.11
3 C -0.10
4 C -0.73
5 C -0.81
6 N 0.17



Model d:
The following is a DFT calculation (ωB97M-V with the def2-TZVPD basis set) of a 2-piece molecular cluster, C5H10N2S overall.

```
18
C5H10N2S, DFT ωB97M-V with the def2-TZVPD basis set
C -1.3166 -1.7230 -0.3421
C 2.3295 0.4056 2.0853
C 0.7462 0.5800 1.9643
C 1.8081 0.8881 0.9276
C 1.9144 1.4395 -0.3823
N -2.5512 0.0067 -1.6892
N -1.5793 -0.5034 -0.7501
S -2.2139 -2.9308 -1.1571
H 3.0896 0.1207 2.8242
H -1.6655 -4.1201 -0.9656
H -0.0045 -0.2398 1.8133
H 0.3068 1.3516 2.5863
H 2.9644 1.5306 -0.7828
H 1.3306 2.3819 -0.3031
H 1.4947 0.8204 -1.1806
H -3.1671 -0.7860 -1.9838
H -2.1644 0.4072 -2.4481
H -1.3219 0.3708 -0.2163
```

The HOMO energy comes out at -8.3 eV. For the LUMO energy, the calculation gives 0.70 eV.

Löwdin atomic charge list, values in e, 6 entries:
1 C -0.54
2 C 0.05
3 C -0.14
4 C -0.32
5 C -0.08
6 N 0.03



What should be chosen as the least stable of them? Choose model d.



Model a:
The following is a DFT calculation (ωB97M-V with the def2-TZVPD basis set) of one molecule with the formula C5H10N2S.

```
18
C5H10N2S, DFT ωB97M-V with the def2-TZVPD basis set
N 1.0653 -0.5105 -2.6573
S 0.8586 -0.9424 1.2564
C 0.4234 -0.7929 -1.5168
N -0.0703 -1.9987 -1.4185
C -0.1797 0.3154 2.2526
C 0.5895 0.1273 -0.3146
C -0.6244 1.4989 1.3179
C -0.6258 1.0133 -0.1177
H 1.2212 -1.2742 -3.2676
H 0.0675 -2.7840 -2.0856
H -0.0897 -2.2798 -0.4224
H -1.0523 -0.2049 2.6332
H 0.4942 0.7442 2.9260
H 1.5723 0.6896 -0.5371
H -1.6033 1.9198 1.6607
H 0.1523 2.2955 1.4281
H -0.7368 1.7957 -0.8869
H -1.4620 0.3876 -0.2504
```

The HOMO energy comes out at -8.7 eV. As for the SMILES: [H]/N=C(\N)[C@H]1CCCS1. For the LUMO energy, the calculation gives 0.78 eV.

Löwdin atomic charge list, values in e, 6 entries:
1 N 0.08
2 S 0.85
3 C -0.56
4 N 0.08
5 C -0.39
6 C -0.47



Model b:
The following is a DFT calculation (ωB97M-V with the def2-TZVPD basis set) of a 2-piece molecular cluster, C5H10N2S overall.

```
18
C5H10N2S, DFT ωB97M-V with the def2-TZVPD basis set
C -2.3207 2.3179 -1.2852
C 1.6116 -1.4795 -0.7607
C 1.3457 -0.3551 1.4250
C -0.6008 -0.2299 -0.2536
C 0.9020 -0.4277 0.0016
N -2.8816 2.2458 -0.2871
N -1.6960 -0.1119 0.6470
S 0.4438 1.3276 -0.5903
H 1.3122 -1.5704 -1.7493
H 1.3059 -2.4035 -0.2382
H 2.7471 -1.3339 -0.8009
H 1.0930 0.6112 1.7447
H 2.4169 -0.2999 1.5338
H 0.8488 -0.9917 2.0965
H -0.7901 -0.6715 -1.1620
H -2.4283 0.5493 0.2815
H -1.3886 0.2904 1.6202
H -1.9208 2.5328 -2.2229
```

The HOMO energy comes out at -8.5 eV. As for the SMILES: CC1(C)S[C@@H]1N.C#N. For the LUMO energy, the calculation gives 0.83 eV.

Löwdin atomic charge list, values in e, 6 entries:
1 C -0.10
2 C -0.08
3 C -0.12
4 C -0.53
5 C -0.72
6 N 0.08



Model c:
The following is a DFT calculation (ωB97M-V with the def2-TZVPD basis set) of a 2-piece molecular cluster, C5H10N2S overall.

```
18
C5H10N2S, DFT ωB97M-V with the def2-TZVPD basis set
C -3.3827 1.3443 0.1889
C 0.5967 0.6425 -0.8651
C -3.2412 2.1656 1.1843
C 3.2884 -2.1073 0.0988
C 1.9365 -1.7862 -0.4969
N -3.5328 0.3646 -0.5016
N -0.1733 1.5401 -0.2922
S 1.0346 -0.5434 0.4326
H -4.0042 2.7539 1.5590
H -0.5403 1.4110 0.7329
H -2.1054 2.4027 1.4072
H 3.7039 -1.2758 0.6140
H 3.2107 -2.8519 0.8125
H 4.0616 -2.5360 -0.5775
H 1.0952 -2.5016 -0.5304
H 2.0748 -1.3350 -1.4744
H -3.4745 0.1008 -1.4695
H -0.5482 2.2117 -0.8226
```

The HOMO energy comes out at -8.6 eV. For the LUMO energy, the calculation gives 0.77 eV.

Löwdin atomic charge list, values in e, 6 entries:
1 C -0.32
2 C -0.40
3 C -0.03
4 C -0.17
5 C -0.56
6 N 0.17



What should be chosen as the least stable of them? Choose model c.



Model a:
The following is a DFT calculation (ωB97M-V with the def2-TZVPD basis set) of one molecule with the formula C13H17NO.

```
32
C13H17NO, DFT ωB97M-V with the def2-TZVPD basis set
C -4.1172 0.6078 0.3459
C -3.8836 1.9063 0.3327
C -2.6004 2.5569 -0.0923
N -1.5179 1.6297 -0.3094
C -0.9603 1.4277 -1.5260
O -1.2873 2.0534 -2.5115
C 0.1465 0.3884 -1.5201
H 0.3001 0.0471 -2.5442
C 1.4412 1.0063 -0.9853
H 1.7482 1.8162 -1.6495
H 1.2612 1.4336 0.0043
C 2.5695 -0.0291 -0.8878
C 2.2382 -1.0981 0.1144
C 1.8046 -2.3536 -0.2916
C 1.4618 -3.3187 0.6396
C 1.5462 -3.0396 1.9925
C 1.9795 -1.7918 2.4088
C 2.3219 -0.8300 1.4758
H 2.6646 0.1409 1.8059
H 2.0524 -1.5690 3.4635
H 1.2791 -3.7917 2.7201
H 1.1277 -4.2911 0.3077
H 1.7379 -2.5784 -1.3467
H 2.7339 -0.4758 -1.8697
H 3.4868 0.4822 -0.5870
H -0.1403 -0.4644 -0.9011
H -1.2415 1.0523 0.4685
H -2.3066 3.3019 0.6591
H -2.7530 3.0781 -1.0443
H -4.6496 2.6064 0.6378
H -5.0658 0.2066 0.6573
H -3.3778 -0.1106 0.0325
```

The HOMO energy comes out at -9.3 eV. As for the SMILES: C=CCNC(=O)CCCc1ccccc1. For the LUMO energy, the calculation gives 0.77 eV.

Löwdin atomic charge list, values in e, 6 entries:
1 C 0.00
2 C -0.16
3 C -0.19
4 N 0.05
5 C -0.51
6 O 0.06



Model b:
The following is a DFT calculation (ωB97M-V with the def2-TZVPD basis set) of one molecule with the formula C13H17NO.

```
32
C13H17NO, DFT ωB97M-V with the def2-TZVPD basis set
C 2.3916 2.8375 0.1336
C 1.4942 3.4223 1.0670
C 2.2159 1.4395 -0.0904
C 0.5976 2.6998 1.8263
C 1.1990 0.8194 0.5064
C 0.3454 1.4004 1.4658
C -0.3293 -0.4583 -1.9582
C -1.6628 -0.8723 -1.2401
C 0.8922 -0.9825 -1.1278
C -1.7403 -0.2182 0.1093
C 0.8201 -0.6185 0.3072
C -2.8901 -0.8654 0.8348
C 1.6844 -1.4477 1.2626
N -0.5697 -0.5938 0.9508
O -0.5650 0.4541 1.9158
H 2.9340 3.6189 -0.4414
H 1.6470 4.3898 1.4666
H 2.8845 0.7502 -0.6470
H 0.0137 3.2554 2.4770
H -0.1983 -0.7667 -2.9158
H -0.2748 0.6590 -1.9391
H -2.5292 -0.5898 -1.8756
H -1.7031 -1.9459 -1.1138
H 0.9014 -2.0428 -1.3731
H 1.8238 -0.5237 -1.5894
H -1.7417 0.8287 0.0583
H -2.5952 -1.8572 0.8418
H -3.7675 -0.5615 0.3649
H -3.0506 -0.3496 1.7900
H 1.4112 -2.4025 1.1899
H 1.3230 -1.1397 2.2774
H 2.6672 -1.2286 1.1633
```

The HOMO energy comes out at -8.3 eV. As for the SMILES: C[C@@H]1CCC[C@@]2(C)c3ccccc3ON12. For the LUMO energy, the calculation gives 0.95 eV.

Löwdin atomic charge list, values in e, 6 entries:
1 C -0.04
2 C -0.09
3 C -0.03
4 C -0.01
5 C -0.16
6 C -0.17



What should be chosen as the least stable of them? Choose model b.



Model a:
The following is a DFT calculation (ωB97M-V with the def2-TZVPD basis set) of a 2-piece molecular cluster, CHCl2FS overall.

```
6
CHCl2FS, DFT ωB97M-V with the def2-TZVPD basis set
C 0.4130 0.2589 0.5003
F -0.2693 -0.7810 -1.6394
S -1.0990 -0.4188 0.9562
Cl 0.2774 1.7067 -0.3013
Cl 1.9643 -0.1685 1.0078
H -1.2864 -0.5972 -0.5235
```

The HOMO energy comes out at -10.3 eV. For the LUMO energy, the calculation gives -2.32 eV.

What are the Löwdin partial charges on each atom? They are as follows, in elementary charge units:
1 C -1.56
2 F -0.57
3 S 0.71
4 Cl 0.72
5 Cl 0.72
6 H -0.01



Model b:
The following is a DFT calculation (ωB97M-V with the def2-TZVPD basis set) of a 2-piece molecular cluster, CHCl2FS overall.

```
6
CHCl2FS, DFT ωB97M-V with the def2-TZVPD basis set
C 0.5797 0.3455 0.5240
F 0.1233 -0.6919 1.2717
S -1.3703 -0.3646 -1.6603
Cl 1.8884 0.1060 -0.4550
Cl 0.2760 1.9005 1.2083
H -1.4972 -1.2955 -0.8887
```

The HOMO energy (spin up / spin down) comes out at -9.7 / -8.8 eV. For the LUMO energy (spin up / spin down), the calculation gives -0.76 / -2.15 eV.

What are the Löwdin partial charges on each atom? They are as follows, in elementary charge units:
1 C -1.30
2 F -0.07
3 S 0.42
4 Cl 0.71
5 Cl 0.65
6 H -0.40



What should be chosen as the least stable of them? Choose model b.